{
  "formula": "C29H74FN2O15PS",
  "method": "the ωB97M-V functional and the def2-TZVPD basis",
  "symbols": ["S", "P", "F", "O", "O", "O", "O", "O", "O", "O", "O", "O", "O", "O", "O", "O", "O", "O", "N", "N", "C", "C", "C", "C", "C", "C", "C", "C", "C", "C", "C", "C", "C", "C", "C", "C", "C", "C", "C", "C", "C", "C", "C", "C", "C", "C", "C", "C", "C", "H", "H", "H", "H", "H", "H", "H", "H", "H", "H", "H", "H", "H", "H", "H", "H", "H", "H", "H", "H", "H", "H", "H", "H", "H", "H", "H", "H", "H", "H", "H", "H", "H", "H", "H", "H", "H", "H", "H", "H", "H", "H", "H", "H", "H", "H", "H", "H", "H", "H", "H", "H", "H", "H", "H", "H", "H", "H", "H", "H", "H", "H", "H", "H", "H", "H", "H", "H", "H", "H", "H", "H", "H", "H"],
  "positions_angstrom": [[-7.049915, 0.809677, 1.052833], [-5.388119, 1.471854, 0.305479], [-4.897850, -3.313210, 0.088689], [-4.257764, 1.804991, 1.480918], [-4.036382, -1.789986, -1.702212], [1.018068, -1.801699, -1.804013], [3.330050, 3.269395, 5.707495], [-8.594074, -2.373787, -4.425695], [4.352781, 0.386997, 1.531196], [-4.735319, -3.597577, -6.451049], [-5.460460, -0.138300, -1.975376], [-5.781949, -0.161943, 5.354587], [4.225072, 5.561433, -5.038742], [-5.347953, -1.815396, -3.575282], [10.549660, -4.104135, 1.771412], [0.979314, 2.906319, -2.380259], [6.172030, -2.319278, 2.754475], [-5.745509, 2.934956, -0.386453], [-0.284623, -0.489009, -0.415549], [-3.632873, 1.167626, -1.685238], [6.567203, 4.995687, -4.787353], [0.144644, 1.334684, 1.224318], [0.889172, -0.789954, -1.145100], [10.470132, -5.466860, 2.180751], [-0.489648, 0.955158, -0.183111], [5.275990, 4.739054, -5.540592], [5.891351, -2.712000, 1.410466], [6.625319, -3.991560, 1.064917], [5.496091, 1.654294, 3.246961], [-8.899576, -1.618833, -2.169890], [-5.266098, 1.061058, 4.835629], [-5.071399, -1.972965, 0.413991], [-5.656419, -4.671167, -6.609838], [-5.000656, -1.325579, -2.564663], [-1.486228, -1.131047, -0.984527], [-9.095252, -2.750112, -3.150857], [-4.945778, -1.723386, 1.953702], [0.757759, 3.450536, -3.682815], [-7.079620, -4.150855, -6.610996], [-4.586290, 0.309237, -0.930704], [-4.072223, -1.085817, -0.446949], [2.064882, 3.576034, -4.439455], [3.121097, 4.152470, 6.805753], [4.442849, 4.553687, 7.432612], [-4.959911, 2.032416, 5.960015], [-2.623175, -1.242868, 0.111295], [4.163961, 1.266830, 2.635328], [9.814432, -5.566152, 3.544828], [2.121381, 0.165916, -1.081340], [-1.312398, -2.154084, -1.356104], [4.494283, 6.480849, -5.152325], [0.685762, 0.457430, 1.626592], [11.479173, -5.890836, 2.201415], [9.885982, -6.007091, 1.435591], [6.432706, 4.800197, -3.721876], [-4.236868, 1.598298, 6.653357], [5.355068, 2.335881, 4.088454], [-8.571982, -3.653480, -2.817332], [4.287931, 5.237928, 8.269097], [6.333541, -4.795327, 1.744017], [-4.360255, 0.824823, 4.276449], [-2.380887, -0.560332, 0.951552], [-5.427329, -5.168521, -7.553161], [2.596543, 5.029308, 6.426054], [0.274469, 4.427448, -3.579812], [-10.154008, -2.988529, -3.258395], [7.124955, -2.184725, 2.824844], [-9.275706, -1.879548, -1.177763], [2.450086, 0.373444, -0.044623], [11.074624, -3.633983, 2.429757], [3.784733, 2.488096, 6.044414], [0.757542, 2.256008, 1.186188], [-2.554042, -2.284714, 0.495613], [-7.839839, -1.366403, -2.081511], [8.812617, -5.132659, 3.518414], [1.894400, 1.121590, -1.623499], [4.806726, -0.399564, 1.860542], [3.641190, 2.150291, 2.267489], [-3.392724, 2.018514, -1.177084], [-7.652982, -2.176188, -4.319097], [2.946399, -0.293635, -1.662270], [-7.222930, -3.428462, -7.417136], [4.964518, 3.700867, -5.422254], [7.705678, -3.857236, 1.171927], [-0.101440, 1.598900, -0.993829], [-1.566790, 1.213461, -0.088329], [-5.232571, 3.073499, -1.205512], [2.478447, 3.657695, 7.541137], [-0.683513, 1.536383, 1.947437], [7.372066, 4.360954, -5.162682], [3.527543, 0.772642, 3.376800], [1.577067, 3.503183, -1.912522], [-5.505204, -5.389704, -5.796800], [-5.974645, -1.805132, 2.361991], [1.901463, 3.983689, -5.437847], [-4.020073, 1.400286, -2.601696], [6.410489, -4.300844, 0.040382], [6.187887, -1.899217, 0.738853], [-4.932882, -3.168523, -5.607921], [-4.555317, 2.968505, 5.569527], [-6.589336, 0.044251, 5.839863], [-3.359355, 1.643361, 1.118272], [-4.248039, -2.425609, 2.443933], [-4.655469, -0.660410, 2.084369], [6.132156, 2.139661, 2.503978], [-5.997059, 1.487027, 4.141232], [0.073314, 2.781640, -4.205795], [2.758617, 4.226908, -3.907938], [9.740091, -6.606055, 3.868790], [5.083197, 5.039760, 6.694218], [-9.411145, -0.715628, -2.507567], [-5.862781, 2.254782, 6.534920], [10.385862, -5.007537, 4.290987], [-7.796136, -4.965656, -6.736957], [4.981028, 3.674182, 7.795899], [6.031530, 0.768038, 3.598123], [-1.828232, -0.523971, -1.852374], [-7.297897, -3.633811, -5.677081], [-6.092618, -1.657247, 0.099306], [6.871433, 6.040993, -4.886720], [5.404094, 4.941005, -6.608727], [2.545771, 2.599199, -4.531090], [4.813327, -2.853088, 1.324265]],
  "atomic_forces_ev_per_a": [[0.9, 0.2, -0.3], [-2.9, 0.5, 1.8], [0.2, 0.6, 0.2], [0.0, -0.7, -2.2], [-0.8, 0.1, -1.7], [-0.7, 0.0, 0.2], [-0.1, 0.0, -0.1], [-0.1, 0.0, -0.1], [-0.1, 0.0, -0.1], [0.1, 0.0, 0.0], [-1.2, 0.0, -0.6], [0.1, -0.1, -0.1], [0.0, 0.1, 0.0], [-0.4, 0.1, -0.3], [-0.1, 0.1, -0.2], [-0.2, 0.2, 0.0], [-0.2, 0.2, 0.1], [1.5, -1.7, -0.3], [-0.1, 0.2, -1.5], [0.2, -0.2, 0.7], [0.0, -0.1, 0.1], [-0.9, 0.1, -0.2], [1.4, 0.2, 0.0], [0.1, 0.2, 0.4], [0.5, 0.7, 1.7], [0.2, 0.3, 0.0], [0.4, -0.1, 0.0], [0.1, -0.1, 0.0], [0.1, 0.1, 0.1], [0.0, 0.1, 0.3], [-0.4, 0.1, 0.3], [-0.6, 1.6, 0.7], [-0.1, 0.2, 0.2], [1.7, 0.8, 3.2], [-1.1, 0.1, 0.0], [0.4, 0.1, 0.0], [-0.7, 0.1, -1.0], [0.3, 0.1, 0.0], [0.1, -0.1, -0.1], [0.5, 0.4, -1.4], [1.4, -1.5, 0.5], [-0.1, -0.2, 0.1], [0.3, -0.3, 0.1], [0.0, 0.1, 0.0], [0.1, 0.0, 0.0], [0.6, 0.0, -0.5], [0.3, -0.3, 0.1], [-0.1, -0.1, 0.0], [-0.6, 0.4, -0.3], [0.4, 0.7, 0.2], [0.0, -0.1, 0.0], [0.0, 0.7, -0.3], [-0.1, -0.2, 0.0], [0.0, 0.2, -0.1], [0.0, -0.1, -0.1], [0.0, 0.0, -0.1], [0.0, 0.0, 0.0], [-0.1, 0.0, 0.1], [0.0, 0.0, 0.0], [-0.1, 0.0, 0.0], [-0.1, -0.1, 0.0], [-0.5, -0.3, -0.4], [0.2, 0.1, 0.0], [0.0, -0.1, -0.1], [-0.1, 0.0, -0.1], [0.1, 0.0, -0.2], [-0.1, 0.0, 0.0], [0.0, 0.0, 0.0], [-0.2, -0.1, -0.6], [-0.1, 0.0, -0.1], [-0.1, 0.1, -0.1], [-0.1, -0.7, 0.0], [-0.2, 0.8, 0.0], [0.0, 0.0, 0.1], [0.0, -0.1, -0.1], [0.1, -0.8, 0.7], [0.0, 0.1, 0.0], [0.0, -0.1, -0.1], [0.2, -0.2, -0.4], [-0.2, 0.1, 0.0], [-0.6, 0.0, 0.6], [0.0, -0.1, 0.0], [-0.1, 0.1, 0.0], [0.0, 0.0, -0.1], [-0.1, -0.5, 0.4], [0.6, -0.6, -0.4], [-0.3, 0.2, 0.3], [-0.1, 0.2, 0.1], [0.6, -0.1, -0.4], [0.0, 0.0, 0.0], [-0.1, 0.2, 0.1], [0.0, -0.1, -0.1], [-0.1, -0.1, -0.1], [0.8, -0.1, 0.1], [0.1, 0.1, 0.0], [0.1, -0.1, 0.4], [0.0, 0.0, 0.0], [-0.1, -0.1, -0.2], [0.1, 0.0, -0.1], [0.0, 0.0, 0.0], [0.1, -0.1, -0.1], [-0.3, 0.2, 0.5], [-0.3, 0.4, -0.3], [0.0, -0.8, 0.3], [-0.1, 0.0, 0.0], [0.2, 0.1, -0.1], [0.0, -0.1, 0.2], [-0.1, 0.1, -0.1], [0.0, 0.0, 0.1], [-0.1, 0.0, 0.0], [0.0, -0.1, 0.0], [0.0, 0.1, -0.1], [0.1, -0.1, 0.0], [0.0, 0.1, 0.1], [-0.1, 0.0, 0.1], [-0.1, 0.0, 0.0], [0.1, -0.4, 0.5], [-0.1, -0.2, -0.1], [0.5, -0.5, 0.1], [0.0, 0.0, -0.1], [0.1, -0.2, 0.0], [-0.1, 0.0, 0.0], [0.0, 0.1, 0.1]],
  "mulliken_charge": [-0.39, 1.22, -0.41, -0.63, -0.47, -0.64, -0.44, -0.52, -0.38, -0.52, -0.38, -0.55, -0.51, -0.51, -0.51, -0.50, -0.53, -0.61, 0.10, -0.43, -1.09, -1.38, 0.60, -0.29, 2.03, -0.13, -0.23, -1.08, -1.10, -0.44, 0.25, 0.06, -0.27, 0.24, -1.20, -0.33, -0.89, -0.45, -0.50, -0.04, 1.11, -1.05, -0.29, -1.03, -1.19, -0.75, -0.08, -0.89, -0.31, 0.42, 0.27, 0.36, 0.31, 0.27, 0.29, 0.31, 0.28, 0.26, 0.36, 0.28, 0.09, 0.40, 0.30, 0.26, 0.31, 0.32, 0.29, 0.36, 0.05, 0.29, 0.26, 0.24, 0.54, -0.19, 0.19, -0.11, 0.19, 0.27, 0.33, 0.26, 0.34, 0.25, 0.25, 0.20, -0.21, -1.26, 0.40, 0.28, 0.41, 0.32, 0.25, 0.22, 0.25, 0.37, 0.40, 0.26, 0.39, 0.30, 0.31, 0.32, 0.30, 0.40, 0.37, -0.06, 0.31, 0.13, 0.30, 0.29, 0.31, 0.26, 0.28, 0.35, 0.33, 0.33, 0.33, 0.29, 0.30, -0.07, 0.23, 0.32, 0.29, 0.30, 0.35],
  "total_energy_ha": -3226.818522,
  "charge": 0,
  "smiles": "CCN(CC[C@]1([C@H](C)F)OC(=O)O[C@@]1(N)P(O)(O)=S)C(C)=O.CCO.CCO.CCO.CCO.CCO.CCO.CCO.CCO.CCO"
}